[1]
The following is a DFT calculation (ωB97M-V/def2-TZVPD) of a molecular structure, C25H24BClF4N3O10V.

Each line ends with the Mulliken spin population.
Element x y z (Å)
V1 0.24296 0.18002 -0.37669  2.627
O1 1.00944 1.25685 3.75692  0.000
C1 0.94036 0.60323 2.55396  -0.016
O2 -0.12218 1.04127 1.72808  -0.014
C2 1.58796 -0.53243 2.24151  0.052
C3 2.59743 -1.10733 3.11330  0.018
C4 3.03404 -2.36300 2.88993  -0.006
C5 2.55165 -3.09442 1.76297  0.019
C6 1.74996 -2.41471 0.87881  0.021
N1 1.28801 -1.16491 1.02337  0.020
C7 1.44218 -3.10619 -0.42388  0.017
O3 0.86957 -4.32666 -0.28435  0.000
O4 1.71336 -2.67616 -1.50643  0.010
H1 1.35079 2.14823 3.61620  0.000
H2 2.93451 -0.52544 3.95952  0.001
H3 3.76108 -2.81549 3.55384  -0.001
H4 2.90960 -4.08846 1.53769  0.002
H5 0.68643 -4.46017 0.65575  0.000
C8 3.92628 -0.03605 -0.41224  0.042
C9 3.21453 1.29218 -0.18829  0.066
N2 1.99253 1.48596 -1.00051  -0.137
C10 1.45815 2.85726 -0.82080  0.086
C11 2.39014 4.02291 -1.14345  0.015
C12 2.20807 1.16135 -2.43109  0.051
C13 0.90242 0.86423 -3.16027  0.053
N3 0.24652 -0.18813 -2.41732  -0.029
C14 -0.63675 -1.03307 -2.93866  -0.007
C15 -1.42621 -1.78940 -2.03341  0.036
F1 -1.25859 -1.52391 -0.68790  0.023
C16 -2.33316 -2.74641 -2.39291  0.002
F2 -3.00820 -3.40036 -1.42751  0.000
C17 -2.57527 -3.04200 -3.72443  0.019
C18 -1.84767 -2.30610 -4.64168  -0.003
F3 -2.03296 -2.54531 -5.95822  0.000
C19 -0.92639 -1.34446 -4.29024  0.004
F4 -0.26368 -0.71439 -5.29270  0.000
H6 4.50963 -0.28575 0.47546  0.002
H7 4.60959 0.00650 -1.26193  0.004
H8 3.21866 -0.84430 -0.58693  -0.002
H9 3.92279 2.10760 -0.37261  0.005
H10 2.89884 1.36914 0.85470  -0.032
H11 1.10732 2.94056 0.20978  0.015
H12 0.57457 2.94351 -1.44749  -0.030
H13 3.23684 4.09819 -0.46114  -0.001
H14 1.81443 4.94531 -1.05549  -0.001
H15 2.77474 3.97618 -2.16305  0.000
H16 2.80081 0.25080 -2.47175  -0.015
H17 2.77044 1.95804 -2.93380  -0.002
H18 1.15408 0.59728 -4.18759  0.003
H19 0.26615 1.75859 -3.20172  -0.024
H20 -3.28576 -3.79421 -4.02696  0.002
O5 -1.63773 -0.33214 3.05992  -0.006
B1 -1.37449 0.75395 2.23316  0.078
O6 -2.50142 1.49524 1.96140  -0.004
C20 -3.51659 0.82410 2.59470  0.001
C21 -4.85751 1.12220 2.60544  0.000
C22 -5.67550 0.26431 3.34196  0.000
C23 -5.15555 -0.83044 4.02179  0.000
C24 -3.79173 -1.12462 3.99625  0.000
C25 -2.99637 -0.27352 3.26729  -0.001
H21 -5.24321 1.96897 2.05572  0.000
H22 -6.74050 0.45311 3.37709  0.000
H23 -5.82339 -1.47574 4.57767  0.000
H24 -3.37584 -1.97872 4.51230  0.000
O7 -3.48344 2.66483 -0.79877  0.000
Cl1 -2.06573 2.73676 -0.93791  0.006
O8 -1.48109 3.55704 0.08290  0.002
O9 -1.69775 3.22115 -2.23749  0.002
O10 -1.53220 1.35755 -0.80177  0.026

Values from the calculation:
expectation value of S² = 3.758
energy relative to the best compared isomer or geometry (same formula, charge and spin) = 12.61 kcal/mol
multiplicity = 4
charge = -1
Kohn-Sham gap (alpha / beta) = 0.2272 / 0.2412 hartree

=====

[2]
The following is a DFT calculation (ωB97M-V/def2-TZVPD) of a molecular structure, C28H49N11SSc.

Each line ends with the Löwdin charge.
Element x y z (Å)
Sc1 -0.48920 0.35055 -0.43200  0.785
C1 2.84733 -2.06873 0.29641  -0.068
C2 2.18044 -2.62318 1.56205  -0.359
C3 1.16103 -3.72396 1.22866  -0.065
C4 1.58831 -1.55778 2.48600  -0.160
C5 2.21924 -1.36025 3.70529  -0.071
C6 1.69277 -0.54612 4.69576  -0.104
C7 0.44227 0.01118 4.48866  -0.068
C8 -0.24185 -0.14134 3.29410  -0.160
C9 -1.67084 0.37381 3.21937  -0.359
C10 -2.66367 -0.75493 2.90839  -0.057
C11 -1.84878 1.53416 2.23848  -0.066
C12 0.36786 -0.83411 2.19187  -0.314
N1 -0.18319 -0.84164 0.95784  -0.091
H1 3.15069 -2.89144 -0.35917  0.078
H2 3.73813 -1.49154 0.54479  0.075
H3 2.16635 -1.41799 -0.23921  0.025
H4 2.97401 -3.10882 2.13671  0.124
H5 0.28118 -3.28865 0.75791  0.038
H6 0.83706 -4.23252 2.13775  0.085
H7 1.60187 -4.46816 0.55852  0.076
H8 3.14860 -1.88757 3.89969  0.112
H9 2.21166 -0.40640 5.63466  0.099
H10 -0.02963 0.56574 5.29399  0.111
H11 -1.91857 0.76280 4.21043  0.130
H12 -2.45611 -1.17670 1.92700  0.043
H13 -3.69255 -0.38379 2.92519  0.078
H14 -2.57690 -1.54661 3.65300  0.088
H15 -1.59302 1.19891 1.23134  -0.005
H16 -1.20232 2.37572 2.49752  0.082
H17 -2.88317 1.88659 2.23241  0.090
S1 1.49034 -2.32434 -3.81155  1.136
C13 0.69121 -1.76444 -2.40536  -0.459
N2 0.41342 -0.49295 -2.35543  -0.041
C14 0.87596 0.15021 -3.49896  -0.294
C15 0.78561 1.51461 -3.78217  -0.024
C16 1.29325 1.98494 -4.97446  -0.063
C17 1.89381 1.12060 -5.89528  -0.062
C18 2.00643 -0.22874 -5.63020  -0.066
C19 1.49505 -0.70073 -4.42653  -0.445
H18 0.46535 -2.44942 -1.59778  0.075
H19 0.33195 2.18264 -3.06274  0.083
H20 1.23158 3.03996 -5.20535  0.112
H21 2.28352 1.51656 -6.82305  0.115
H22 2.47848 -0.90243 -6.33241  0.119
C20 4.32265 1.53530 2.05898  -0.030
C21 3.15087 2.33177 1.49242  -0.622
C22 2.37770 2.99483 2.63823  -0.030
C23 3.66640 3.38459 0.50777  -0.045
N3 2.33845 1.34615 0.75933  -0.027
N4 1.14389 1.87860 0.18718  -0.028
H23 4.99596 2.19717 2.60301  0.091
H24 4.87573 1.05639 1.24994  0.088
H25 3.96878 0.76354 2.74636  0.076
H26 3.03447 3.67285 3.18380  0.093
H27 1.99835 2.24385 3.33601  0.079
H28 1.53541 3.58929 2.27001  0.068
H29 4.46875 3.96351 0.96387  0.089
H30 2.88343 4.08953 0.21350  0.072
H31 4.05763 2.89236 -0.38473  0.088
H32 2.06034 0.60477 1.40078  0.081
H33 1.44348 2.49186 -0.56578  0.085
H34 0.66276 2.48263 0.86012  0.058
C24 -3.12743 -4.18534 -0.49364  -0.030
C25 -3.32595 -2.94991 -1.36756  -0.630
C26 -2.83366 -3.23615 -2.79298  -0.039
C27 -4.80133 -2.54891 -1.39106  -0.040
N5 -2.56231 -1.88647 -0.69614  -0.065
N6 -2.48389 -0.63169 -1.38196  -0.018
H35 -3.75545 -5.00344 -0.84356  0.092
H36 -3.38883 -3.95634 0.53996  0.093
H37 -2.08604 -4.51692 -0.52039  0.084
H38 -3.33860 -4.11852 -3.18601  0.094
H39 -1.75794 -3.43038 -2.80491  0.071
H40 -3.05043 -2.41353 -3.48040  0.074
H41 -5.41658 -3.38968 -1.71021  0.091
H42 -4.98404 -1.72528 -2.08608  0.074
H43 -5.11707 -2.24634 -0.39170  0.091
H44 -1.62488 -2.19462 -0.46381  0.057
H45 -3.37393 -0.17433 -1.21228  0.094
H46 -2.42209 -0.77250 -2.39229  0.077
N7 -2.45205 5.32859 -0.29160  0.162
N8 -2.23192 4.14920 -0.92845  -0.258
N9 -2.95318 3.76934 -1.95550  0.162
C28 -2.48440 2.55359 -2.17161  -0.170
N10 -1.51829 2.23021 -1.30473  -0.066
N11 -1.37089 3.27568 -0.50210  0.098
H47 -2.98570 5.95144 -0.88013  0.117
H48 -1.60159 5.72634 0.07879  0.116
H49 -2.83153 1.92328 -2.97259  0.126

Values from the calculation:
multiplicity = 1
charge = +1
Kohn-Sham gap = 0.2233 hartree

=====

[3]
The following is a DFT calculation (ωB97M-V/def2-TZVPD) of a molecular structure, C27H35AlN8OP.

Each line ends with the Löwdin charge.
Element x y z (Å)
Al1 1.13504 0.79102 -0.41062  0.083
C1 1.63225 2.29256 -2.77953  -0.098
C2 2.22796 3.06022 -1.60195  -0.107
N1 2.59202 2.14220 -0.47651  -0.045
C3 3.92906 1.49771 -0.59472  -0.120
C4 3.85139 0.30672 -1.54307  -0.107
N2 2.51537 -0.38965 -1.48199  -0.035
C5 1.99240 -0.72979 -2.84831  -0.115
C6 0.69580 0.02811 -3.14877  -0.122
N3 0.65659 1.25345 -2.31799  -0.063
H1 2.40943 1.78980 -3.35093  0.122
H2 1.14993 2.98711 -3.46637  0.151
H3 1.50198 3.76938 -1.21059  0.124
H4 3.10553 3.62144 -1.92373  0.147
H5 2.59976 2.69688 0.37615  0.155
H6 4.21158 1.18209 0.40407  0.116
H7 4.67045 2.21451 -0.94886  0.144
H8 4.65265 -0.39570 -1.31747  0.147
H9 4.00971 0.62739 -2.56899  0.118
H10 2.64770 -1.25735 -0.97437  0.111
H11 1.80976 -1.79875 -2.91891  0.119
H12 2.76302 -0.50679 -3.58232  0.129
H13 -0.17264 -0.57755 -2.88622  0.110
H14 0.62885 0.26863 -4.21018  0.147
H15 -0.28014 1.64537 -2.34651  0.142
O1 1.38110 0.51706 1.74966  -0.071
N4 2.54725 -0.25785 1.49836  0.053
C7 2.43990 -1.49511 1.77509  -0.069
C8 1.27498 -2.25362 2.26367  -0.204
C9 1.49549 -3.14885 3.31081  0.005
C10 0.48773 -3.99886 3.73127  -0.008
C11 -0.73234 -3.99703 3.06823  -0.007
C12 -0.95064 -3.12838 2.00978  -0.062
C13 0.03213 -2.22605 1.60019  -0.289
P1 -0.46076 -1.12907 0.21509  1.132
C14 -1.02537 -2.30662 -1.04103  -0.374
C15 -2.35294 -2.44942 -1.44041  -0.069
C16 -2.69527 -3.42587 -2.36755  -0.033
C17 -1.72686 -4.27239 -2.88559  -0.029
C18 -0.40644 -4.16117 -2.46286  -0.043
C19 -0.06188 -3.18486 -1.54548  -0.121
C20 -1.90475 -0.22936 0.85087  -0.368
C21 -2.73178 0.44211 -0.05621  -0.129
C22 -3.83305 1.14921 0.39359  -0.057
C23 -4.10813 1.21608 1.75733  -0.048
C24 -3.27936 0.57760 2.66357  -0.044
C25 -2.18427 -0.15182 2.21309  -0.075
H16 0.78172 0.07041 2.38189  0.119
H17 3.37044 -2.03464 1.60523  0.158
H18 2.46619 -3.18191 3.79007  0.136
H19 0.66276 -4.68177 4.55130  0.132
H20 -1.51537 -4.68157 3.36564  0.131
H21 -1.90429 -3.15614 1.49626  0.126
H22 -3.12708 -1.81677 -1.03102  0.101
H23 -3.72694 -3.53008 -2.67500  0.125
H24 -2.00035 -5.03171 -3.60563  0.126
H25 0.34380 -4.84621 -2.83462  0.123
H26 0.95888 -3.14518 -1.17456  0.103
H27 -2.53264 0.39384 -1.12146  0.108
H28 -4.49302 1.62868 -0.31793  0.120
H29 -4.98181 1.75081 2.10631  0.122
H30 -3.49447 0.61993 3.72281  0.123
H31 -1.57962 -0.68741 2.93477  0.109
N5 -2.45265 4.84982 0.92675  0.226
C26 -1.79855 4.49656 2.03151  -0.442
N6 -1.99633 5.15130 3.16150  0.230
N7 -0.92540 3.46612 2.07987  0.178
C27 -0.53873 2.83136 1.05410  -0.236
N8 -0.12621 2.16547 0.17794  0.195
H32 -3.09154 5.62909 0.91017  0.141
H33 -2.34108 4.32335 0.07803  0.118
H34 -2.62679 5.93346 3.23623  0.144
H35 -1.47114 4.87846 3.97708  0.142

Values from the calculation:
energy relative to the best compared isomer or geometry (same formula, charge and spin) = 8.37 kcal/mol
multiplicity = 1
charge = +3
Kohn-Sham gap = 0.3227 hartree

=====

no.,E_tot (Ha),largest force on an atom (eV/A)
1,-3712.2356,0.326
2,-2857.3661,1.654
3,-2146.1906,0.669